1.
Molecular formula: C4H5NO2
Method: DFT, ωB97M-V/def2-TZVPD

The frontier orbital gap (spin up / spin down) comes out at 8.76 / 8.76 eV. For the energy above the lowest of the compared OMol25 structures with the same formula, charge and spin, the calculation gives 127.6 kcal per mole. Its energy is -360.46601 Eh.

Each line ends with the Mulliken charge.
Element x y z (Å)
O (-0.4943, -1.3605, 0.6196)  -0.327
C (-1.2208, -0.4110, 0.0779)  -0.482
C (-0.4088, 0.2916, -0.9194)  0.155
C (0.0685, 1.0586, 0.3219)  -0.648
N (1.0840, 0.1955, 0.9938)  -0.619
C (0.9033, -0.9268, 0.2133)  0.283
O (0.6556, -0.5878, -1.1565)  -0.457
H (-2.1827, -0.1499, 0.4978)  0.414
H (-0.7824, 0.7964, -1.8046)  0.468
H (1.2500, 1.2578, 0.1663)  0.354
H (-0.4835, 1.7925, 0.8979)  0.430
H (1.5904, -1.7598, 0.3136)  0.430

***

2.
Molecular formula: C3H4N2O5
Method: DFT, ωB97M-V/def2-TZVPD

The frontier orbital gap comes out at 9.87 eV. As for the structure (SMILES): O=[N+]([O-])C1([N+](=O)[O-])COC1. For the energy above the lowest of the compared OMol25 structures with the same formula, charge and spin, the calculation gives 155.4 kcal per mole. Its energy is -602.13996 Eh.

Each line ends with the Mulliken charge.
Element x y z (Å)
C (1.0218, 0.0105, -0.8652)  -0.558
C (0.9425, -0.0790, 1.2572)  -0.401
C (-0.2723, 0.0778, -0.0057)  0.513
N (-1.1122, 1.2071, -0.3269)  0.969
N (-1.1008, -1.1940, -0.0352)  0.920
O (-0.5515, 1.9393, -1.1353)  -0.614
O (-2.1508, 1.3481, 0.2647)  -0.538
O (-0.7693, -2.1239, 0.6709)  -0.594
O (-1.9702, -1.1241, -0.8487)  -0.555
O (1.8772, -0.0864, 0.2418)  -0.352
H (1.0794, -0.7589, -1.5863)  0.319
H (1.1345, 1.0265, -1.4150)  0.305
H (1.0294, 0.7721, 1.9783)  0.275
H (0.8422, -1.0151, 1.8054)  0.310

***

3.
Molecular formula: C26H42CrFGeN4O2SSe3Si3Te
Method: DFT, ωB97M-V/def2-TZVPD

Its multiplicity is 6. The frontier orbital gap (spin up / spin down) comes out at 4.79 / 4.55 eV. As for the total charge: -2. Its expectation value of S² is 9.05. For the energy above the lowest of the compared OMol25 structures with the same formula, charge and spin, the calculation gives 21.9 kcal per mole. Its energy is -13345.79036 Eh.

Each line ends with the Löwdin spin population.
Element x y z (Å)
Cr (0.6429, -1.9258, -0.6290)  3.496
N (2.0761, 2.3589, 6.5411)  0.000
C (1.7625, 1.5021, 5.4796)  0.000
C (1.1303, 0.2814, 5.7247)  0.000
C (0.8847, -0.6011, 4.6897)  0.001
C (1.2740, -0.2758, 3.3974)  0.001
C (1.9015, 0.9317, 3.1435)  0.001
C (2.1397, 1.8217, 4.1790)  0.000
S (1.0223, -1.4551, 2.1035)  0.009
O (-0.3899, -1.4261, 1.7575)  0.029
O (1.5387, -2.7090, 2.5914)  0.003
N (1.8256, -0.8631, 0.7884)  0.013
C (2.9630, -1.6854, 0.5601)  0.012
N (2.7767, -2.5673, -0.4496)  0.012
C (3.7104, -3.4694, -0.6776)  0.006
C (4.8818, -3.4765, 0.0663)  0.001
C (4.9962, -2.5111, 1.0497)  0.004
N (4.0447, -1.6197, 1.3243)  0.000
H (1.5246, 2.2374, 7.3734)  0.000
H (2.2229, 3.3215, 6.2883)  0.000
H (0.8443, 0.0219, 6.7384)  0.000
H (0.3931, -1.5471, 4.8774)  0.000
H (2.2192, 1.1599, 2.1343)  0.000
H (2.6351, 2.7644, 3.9728)  0.000
H (3.4818, -4.1950, -1.4523)  0.000
H (5.6548, -4.2110, -0.1050)  0.000
H (5.8869, -2.4549, 1.6689)  0.000
Se (-0.1562, -4.0608, -0.0723)  -0.143
Se (-0.1074, -6.1459, -1.0541)  0.243
Te (0.0337, -4.6682, -4.3066)  0.406
Se (0.4834, -2.7642, -2.7743)  -0.001
F (3.8369, 4.1268, 1.5001)  0.032
C (3.5127, 3.1821, 0.5733)  0.112
C (2.3348, 3.3210, -0.1388)  -0.015
C (1.9886, 2.3418, -1.0488)  0.111
C (2.8244, 1.2265, -1.2849)  0.051
C (2.4581, 0.1985, -2.1770)  0.513
C (4.0298, 1.1542, -0.5487)  0.109
C (4.3721, 2.1143, 0.3813)  -0.015
H (1.6945, 4.1742, 0.0413)  -0.003
H (1.0455, 2.4102, -1.5753)  0.005
H (3.1661, -0.5917, -2.3911)  0.026
H (1.6654, 0.3193, -2.8964)  0.025
H (4.6944, 0.3150, -0.7135)  0.004
H (5.2855, 2.0445, 0.9570)  -0.004
C (-0.0801, 1.6054, -4.2323)  0.000
Si (-1.5587, 0.8671, -3.2869)  -0.012
C (-2.1719, -0.3901, -4.5495)  0.000
C (-2.7802, 2.3189, -3.2085)  -0.005
Ge (-1.2869, -0.1951, -1.1243)  -0.020
Si (-3.2578, -1.6023, -1.4053)  0.003
C (-3.8199, -2.2296, 0.2859)  0.000
C (-4.7973, -0.6498, -2.0189)  0.001
C (-3.1293, -3.1438, -2.4578)  0.000
Si (-2.1996, 1.1878, 0.6685)  -0.008
C (-3.8524, 2.0537, 0.2572)  -0.004
C (-1.0364, 2.6580, 0.9885)  0.000
C (-2.5614, 0.5140, 2.3992)  0.000
H (-0.5037, 2.2029, -5.0470)  0.000
H (0.5115, 0.8058, -4.6853)  0.000
H (0.5933, 2.2523, -3.6679)  0.000
H (-1.9553, -0.0487, -5.5678)  0.000
H (-3.2326, -0.6246, -4.4755)  0.000
H (-1.6158, -1.3218, -4.4087)  0.001
H (-2.8199, 2.8215, -4.1821)  -0.001
H (-2.4821, 3.0569, -2.4600)  0.000
H (-3.7882, 1.9741, -2.9709)  0.000
H (-4.0883, -1.4222, 0.9685)  0.000
H (-3.0280, -2.8250, 0.7478)  0.000
H (-4.6911, -2.8825, 0.1588)  0.000
H (-4.9664, 0.2579, -1.4385)  0.000
H (-5.6726, -1.2981, -1.8934)  0.000
H (-4.7422, -0.3698, -3.0717)  0.000
H (-2.3071, -3.7725, -2.1075)  -0.001
H (-2.9495, -2.9688, -3.5181)  0.000
H (-4.0469, -3.7309, -2.3338)  0.000
H (-3.8971, 2.4386, -0.7608)  0.000
H (-3.9711, 2.9026, 0.9415)  -0.001
H (-4.7020, 1.3834, 0.4069)  0.000
H (-1.0714, 3.3652, 0.1529)  0.000
H (-0.0003, 2.3354, 1.1114)  0.000
H (-1.3352, 3.1916, 1.8982)  0.000
H (-2.9158, -0.5150, 2.4008)  0.000
H (-3.3293, 1.1488, 2.8543)  0.000
H (-1.6669, 0.5435, 3.0247)  0.000

***

4.
Molecular formula: C14H21NPW
Method: DFT, ωB97M-V/def2-TZVPD

Its multiplicity is 3. The frontier orbital gap (spin up / spin down) comes out at 6.91 / 7.54 eV. As for the total charge: +1. Its expectation value of S² is 2.01. For the energy above the lowest of the compared OMol25 structures with the same formula, charge and spin, the calculation gives 1.2 kcal per mole. Its energy is -1008.83253 Eh.

Each line ends with the Löwdin spin population.
Element x y z (Å)
C (-1.1033, 1.5214, -3.5159)  0.162
W (-0.5696, -0.0993, -2.4201)  1.424
N (0.4292, -1.9298, -2.9041)  0.074
H (-1.6230, 0.4631, -1.2886)  0.008
H (0.1632, 1.2853, -2.5595)  0.015
H (-1.4193, 2.5472, -3.2720)  0.022
H (-1.9664, 0.8080, -3.2006)  0.019
H (-0.8813, 1.4168, -4.5829)  0.032
H (0.1325, -2.7327, -2.3324)  0.007
H (1.4366, -1.8244, -2.7244)  0.018
H (0.3493, -2.2232, -3.8873)  0.017
C (2.0468, 0.7855, -0.6945)  0.027
P (0.2564, 0.5483, -0.4329)  0.086
C (0.1370, -1.1751, 0.3548)  0.028
C (-1.1200, -1.6411, 0.7534)  0.017
C (-1.2771, -2.9857, 1.1333)  0.001
C (-0.1697, -3.8277, 1.2010)  0.009
C (1.0939, -3.3440, 0.8647)  0.001
C (1.2572, -2.0197, 0.4401)  0.010
C (-0.0597, 1.6503, 0.9994)  0.011
C (0.9895, 2.0340, 1.8629)  0.001
C (0.7146, 2.6815, 3.0672)  0.001
C (-0.6013, 2.9674, 3.4373)  -0.001
C (-1.6454, 2.6233, 2.5682)  0.000
C (-1.3764, 1.9800, 1.3563)  0.000
H (2.4327, 0.2697, -1.5905)  0.006
H (2.5956, 0.4268, 0.1846)  0.002
H (2.2267, 1.8631, -0.8223)  0.001
H (-1.9902, -0.9817, 0.7068)  0.000
H (-2.2667, -3.3660, 1.3967)  0.000
H (-0.2911, -4.8688, 1.5284)  0.001
H (1.9678, -3.9943, 0.9465)  0.000
H (2.2522, -1.6590, 0.1882)  0.001
H (2.0256, 1.8221, 1.6004)  0.000
H (1.5395, 2.9579, 3.7256)  0.000
H (-0.8137, 3.4504, 4.3883)  0.000
H (-2.6721, 2.8504, 2.8433)  0.000
H (-2.1998, 1.7201, 0.6809)  -0.001

***

5.
Molecular formula: C2H5N2O3
Method: DFT, ωB97M-V/def2-TZVPD

The frontier orbital gap (spin up / spin down) comes out at 5.98 / 5.98 eV. As for the total charge: -1. For the energy above the lowest of the compared OMol25 structures with the same formula, charge and spin, the calculation gives 179.0 kcal per mole. Its energy is -414.29159 Eh.

Each line ends with the Mulliken charge.
Element x y z (Å)
C (-1.1194, 0.3043, 0.5488)  0.755
C (-2.1081, -0.2059, -0.2841)  -0.330
N (-3.7967, 0.5588, -0.2609)  -0.190
N (2.6251, 0.1677, -1.4308)  -0.612
O (-0.2912, 1.1528, 0.8363)  -0.623
O (-4.7302, -0.1272, -0.9634)  -0.671
O (-1.5882, -0.8672, 0.9809)  -0.412
H (-1.8875, -0.8682, -1.0301)  0.307
H (-3.9417, 0.2790, 0.8450)  0.164
H (3.5872, -0.0582, -1.5423)  0.192
H (2.6036, 0.5304, -0.5453)  0.205
H (1.9714, -0.6209, -1.5257)  0.217

***

6.
Molecular formula: C21H72B4N4O6Zn
Method: DFT, ωB97M-V/def2-TZVPD

The frontier orbital gap comes out at 4.63 eV. As for the total charge: -2. Its energy is -3391.73245 Eh.

Each line ends with the Mulliken charge.
Element x y z (Å)
Zn (5.0652, 1.5082, 0.7053)  0.854
B (5.1165, 2.6432, 4.0346)  0.259
H (5.0171, 1.5699, 3.9856)  -0.272
H (4.2363, 3.0354, 3.5493)  -0.270
H (5.2158, 2.9130, 5.0746)  -0.153
H (5.9949, 2.9545, 3.4907)  -0.260
B (2.0045, 0.2992, -0.1944)  0.569
H (2.2904, -0.0880, 0.7713)  -0.341
H (1.9887, 1.3779, -0.1713)  -0.338
H (2.7818, 0.0139, -0.8862)  -0.342
H (1.0634, -0.0950, -0.5454)  -0.218
B (6.6543, 4.1561, -1.1864)  0.260
H (5.9623, 4.4662, -0.4188)  -0.298
H (6.9814, 4.9614, -1.8258)  -0.171
H (7.5364, 3.7092, -0.7547)  -0.220
H (6.1476, 3.3963, -1.7609)  -0.294
B (7.4805, -1.2335, 0.4092)  0.355
H (6.5938, -1.6120, 0.8936)  -0.364
H (8.2665, -1.9707, 0.3545)  -0.224
H (7.2188, -0.9658, -0.6028)  -0.248
H (7.8071, -0.3642, 0.9587)  -0.261
C (6.7754, -4.5855, 2.9812)  -0.708
O (5.8270, -5.3823, 2.3344)  -0.293
C (4.4832, -5.2916, 2.8361)  -0.627
C (3.5623, -5.9502, 1.7662)  -0.682
N (3.4195, -5.1344, 0.5352)  -0.112
C (2.8144, -5.8039, -0.6458)  -0.758
C (3.2142, -5.1119, -1.9556)  -0.528
O (4.5433, -5.1395, -2.2045)  -0.317
C (4.9423, -4.3654, -3.3257)  -0.767
H (7.6683, -4.4619, 2.3684)  0.247
H (7.0574, -4.8430, 4.0022)  0.287
H (6.3108, -3.6239, 3.1991)  0.291
H (4.2414, -4.2471, 3.0329)  0.404
H (4.4077, -5.7880, 3.8036)  0.362
H (2.6204, -6.0894, 2.2967)  0.321
H (3.9959, -6.9384, 1.6128)  0.337
H (2.9913, -4.2349, 0.7014)  0.170
H (1.7411, -5.9214, -0.4964)  0.365
H (3.1701, -6.8247, -0.7856)  0.367
H (2.8469, -4.0881, -1.8844)  0.325
H (2.6260, -5.5061, -2.7843)  0.415
H (4.2704, -4.5193, -4.1701)  0.309
H (5.9659, -4.5373, -3.6585)  0.247
H (4.9430, -3.2972, -3.1086)  0.323
C (-0.3240, 7.9310, 0.5401)  -1.433
C (0.6857, 8.8805, 1.1636)  0.492
C (0.2677, 10.3806, 1.0920)  -0.682
O (0.2859, 10.8626, -0.2815)  -0.302
C (-0.1609, 12.1925, -0.4890)  -0.699
N (0.9590, 8.4479, 2.5563)  -0.794
H (-1.2096, 7.9891, 1.1729)  0.366
H (-0.0599, 6.8753, 0.4786)  0.411
H (-0.5197, 8.1829, -0.5021)  0.306
H (1.6867, 8.8352, 0.7345)  0.322
H (1.0118, 10.9722, 1.6252)  0.316
H (-0.7358, 10.5022, 1.4997)  0.325
H (0.4517, 12.8688, 0.1072)  0.281
H (-1.1899, 12.3142, -0.1507)  0.293
H (-0.0989, 12.4683, -1.5418)  0.235
H (1.1674, 7.4654, 2.4500)  0.283
H (1.8456, 8.8713, 2.7902)  0.280
C (-3.1327, -9.7575, 2.5953)  -1.394
C (-4.2487, -9.3122, 3.5313)  0.387
C (-4.2875, -7.7702, 3.7925)  -0.747
O (-4.3918, -7.0343, 2.5457)  -0.315
C (-3.8191, -5.7396, 2.5754)  -0.729
N (-5.5298, -9.8529, 3.0449)  -0.724
H (-2.1555, -9.4311, 2.9513)  0.369
H (-3.2036, -9.4733, 1.5453)  0.286
H (-2.9815, -10.8368, 2.5761)  0.378
H (-4.0615, -9.7550, 4.5096)  0.303
H (-3.3964, -7.4935, 4.3560)  0.384
H (-5.0983, -7.5078, 4.4721)  0.385
H (-3.8162, -5.3635, 1.5524)  0.248
H (-2.7645, -5.8051, 2.8434)  0.329
H (-4.3825, -5.1029, 3.2575)  0.281
H (-5.7240, -9.4087, 2.1589)  0.298
H (-6.2518, -9.5969, 3.7030)  0.261
C (-6.7323, 2.2902, 0.0393)  -1.333
C (-7.8569, 1.9094, -1.0155)  0.417
C (-9.2627, 2.5194, -0.7455)  -0.622
O (-9.9008, 2.1040, 0.4726)  -0.293
C (-11.2639, 2.3308, 0.5443)  -0.736
N (-7.3062, 2.4232, -2.2084)  -0.775
H (-7.1171, 1.9423, 0.9979)  0.292
H (-6.6867, 3.3774, 0.1025)  0.349
H (-5.7157, 1.9076, -0.0510)  0.434
H (-7.9661, 0.8414, -1.2036)  0.192
H (-9.8797, 2.1594, -1.5687)  0.343
H (-9.2811, 3.6047, -0.8451)  0.308
H (-11.8549, 1.8884, -0.2576)  0.305
H (-11.5109, 3.3924, 0.5327)  0.305
H (-11.6443, 1.9355, 1.4861)  0.250
H (-7.1941, 3.4266, -2.1820)  0.282
H (-6.3303, 2.1768, -2.2918)  0.281
C (0.8535, 1.4538, -6.5786)  -1.329
C (-0.3372, 2.3716, -6.2614)  0.530
C (-1.2452, 2.5405, -7.5068)  -1.241
O (-1.0756, 1.7064, -5.2364)  -0.558
H (1.3814, 1.0720, -5.7048)  0.433
H (1.6524, 1.9993, -7.0810)  0.310
H (0.5503, 0.5694, -7.1391)  0.312
H (-0.0736, 3.2803, -5.7202)  0.251
H (-2.2459, 2.8436, -7.1991)  0.330
H (-1.4334, 1.6331, -8.0807)  0.317
H (-0.7741, 3.1897, -8.2449)  0.345
H (-0.4280, 1.3222, -4.6409)  0.298